Entry 1:
Computed, not measured: a structure of composition C6H10, with ωB97M-V with the def2-TZVPD basis set.

ORCA input file:
```
! wB97M-V def2-TZVPD RIJCOSX def2/J DEFGRID3
* xyz 0 1
C -1.918 0.496 0.417
C -0.190 0.819 -0.948
C 0.888 1.234 -0.208
C 1.549 -0.740 0.222
C 0.334 -1.410 0.454
C -1.033 -0.232 -0.361
H -1.572 1.331 1.018
H -2.975 0.248 0.493
H -0.354 1.110 -1.981
H 1.602 1.948 -0.614
H 0.778 1.284 0.874
H 2.165 -0.416 1.056
H 2.108 -0.944 -0.687
H 0.004 -1.517 1.485
H 0.113 -2.274 -0.167
H -1.498 -0.935 -1.052
*
```

The value obtained for the highest occupied orbital energy is -7.413 eV. For the energy relative to the best compared isomer or geometry (same formula, charge and spin), the calculation gives 456.8 kJ/mol.

=====

Entry 2:
Computed, not measured: a cluster of 2 separate species, C2H4Cl3PS in total in a non-equilibrium geometry, with ωB97M-V with the def2-TZVPD basis set.

ORCA input file:
```
! wB97M-V def2-TZVPD RIJCOSX def2/J DEFGRID3
* xyz 0 1
S -4.909 1.221 -1.389
P -3.952 -0.013 0.055
Cl -4.722 -1.800 -0.432
Cl -5.026 0.387 1.724
H -3.866 2.035 -1.465
C 1.705 -0.934 0.557
C 0.411 -1.085 0.369
Cl -0.283 -2.558 -0.212
H 2.407 -1.725 0.361
H 2.101 0.000 0.915
H -0.330 -0.320 0.548
*
```

The value obtained for the highest occupied orbital energy is -9.714 eV. For the energy relative to the best compared isomer or geometry (same formula, charge and spin), the calculation gives 0.0 kJ/mol.

=====

The calculation returns the following E_tot values, one per record and in order: -234.428518, -2198.751289 hartree.
The calculation returns the following Kohn-Sham gap values, one per record and in order: 0.2869, 0.3776 Eh.